Formula: C11H13ClOTm
Source: the Open Molecules 2025 dataset
Level of theory: ωB97M-V/def2-TZVPD

XYZ file:
```
27
Properties=species:S:1:pos:R:3:forces:R:3
C 1.49006 -1.01132 1.88461 -0.09 0.81 -0.48
H 1.29057 -1.68193 2.71875 -0.19 0.04 -0.46
C 2.18142 -0.15114 -0.15260 -0.56 0.12 0.60
H -1.48273 -1.41542 -2.63490 0.24 0.29 0.22
H -1.36197 2.82851 -1.54944 0.12 -0.42 0.22
C 1.79409 0.94365 0.70260 0.84 -0.55 0.44
C 0.28423 1.42092 -2.12028 -0.93 -0.02 -1.08
C -1.04136 1.81455 -1.76643 -0.23 -0.17 -2.38
H -2.99619 0.70967 -1.93657 0.39 -0.15 0.46
O -1.48049 -1.39613 0.82219 -0.61 -0.14 0.11
H 1.80291 2.00425 0.48839 0.30 -0.03 -0.11
C -1.10234 -0.42530 -2.38398 0.02 1.00 -1.04
C -1.66921 -1.41608 2.21248 0.76 0.19 -0.44
H 1.83914 -2.36831 0.15597 0.36 0.19 0.01
H 1.11468 0.95995 2.86266 0.06 -0.12 -0.48
H 1.08231 -0.54159 -2.90073 -0.27 0.15 0.43
H -1.07395 -2.24051 2.66035 -0.39 0.07 0.01
C 0.24650 0.04081 -2.51233 -0.70 0.37 -0.39
H 2.68101 -0.07204 -1.12913 -0.64 -0.05 0.52
C 1.85824 -1.35584 0.54855 0.33 0.63 0.46
Tm -0.47017 0.20441 -0.12116 1.49 -2.41 4.06
H -2.73279 -1.51624 2.50774 0.31 0.02 -0.11
C -1.90807 0.67748 -1.95021 0.47 0.61 -1.45
H 1.14089 2.09630 -2.13405 -0.20 -0.44 0.15
Cl -1.65756 1.97658 1.09628 -0.53 0.94 0.99
C 1.41844 0.40197 1.97364 0.14 -0.59 -0.45
H -1.24767 -0.48718 2.65761 -0.49 -0.33 0.18
```
Forces are in eV/Å.

Its multiplicity is 3. The calculation puts the LUMO energy (spin up / spin down) at 2.98 / 2.98 eV. The calculation puts the molecular weight at 365.61 g mol⁻¹. The calculation puts the HOMO energy (spin up / spin down) at -4.281 / -4.294 eV. As for the charge: -1. The value obtained for the HOMO-LUMO gap (spin up / spin down) is 7.26 / 7.27 eV.

---

Formula: C19H16N6O3S
Source: the Open Molecules 2025 dataset
Level of theory: ωB97M-V/def2-TZVPD

XYZ file:
```
45
Properties=species:S:1:pos:R:3:forces:R:3
H 8.89720 -0.89056 -2.16041 0.02 -0.01 -0.09
C -7.47929 -1.45944 0.74238 -0.02 -0.02 0.04
S -3.67856 1.46262 -0.41324 0.11 0.30 0.19
H -3.30539 -1.13071 -1.56996 0.13 -0.07 -0.06
H -5.45278 -3.50279 -1.00842 0.06 -0.08 -0.05
C 8.16402 -0.74265 -1.38612 -0.37 0.06 -0.16
C -1.33334 1.04903 0.95356 0.06 0.01 -0.08
N 7.70014 -0.59855 0.96075 0.63 -0.10 0.49
C -1.20240 0.87640 -1.44113 -0.08 0.01 -0.05
N 2.14366 0.33984 -0.06436 0.23 -0.05 -0.31
N 5.38920 -0.18378 1.43257 -0.09 0.04 0.66
O -4.16644 1.06648 -1.70088 0.13 -0.28 0.18
C 8.53680 -0.77062 -0.02665 -0.04 0.01 0.07
H -4.74754 1.17891 1.50062 0.05 0.15 0.03
N -4.37797 0.53519 0.81440 0.49 0.73 -0.33
O 2.63492 0.32169 2.17703 0.18 -0.03 0.04
H 0.50571 0.76880 2.01921 -0.03 0.00 0.01
H -6.89265 0.43046 1.55688 -0.05 0.10 0.03
C -3.44138 -1.74994 -0.68522 -0.09 -0.09 -0.03
C -4.85037 -1.62765 -0.19647 0.00 -0.04 0.06
C -5.27472 -0.50885 0.52379 -0.41 -0.71 -0.34
H -8.49092 -1.38941 1.11282 -0.07 0.01 0.04
H -7.76841 -3.36139 -0.19855 -0.06 -0.07 -0.01
C -1.93791 1.07683 -0.28827 -0.56 0.11 -0.08
H 0.73857 0.47429 -2.24296 0.04 -0.02 -0.11
N 5.99591 -0.34777 -0.68691 0.45 -0.04 1.37
C -7.07445 -2.56134 0.01031 -0.05 -0.04 -0.01
C 4.36746 -0.02939 0.58670 1.21 -0.22 -0.41
H 6.45603 -0.48191 -2.70752 -0.06 0.01 0.02
C -5.77120 -2.63615 -0.44702 -0.06 0.05 0.02
C 0.02254 0.79936 1.05696 0.02 0.02 0.13
H -1.70589 0.91352 -2.39402 0.02 -0.04 -0.16
C 0.15326 0.63152 -1.34867 0.03 0.03 0.17
C 2.96885 0.22890 1.02127 -0.54 0.08 -0.20
H -3.21804 -2.78240 -0.94440 0.05 -0.04 0.01
O -3.84745 2.82748 -0.00179 0.07 -0.09 0.30
H -2.74159 -1.41241 0.07727 0.10 -0.04 0.01
H 9.56566 -0.94172 0.25656 0.14 -0.03 -0.07
H 2.60082 0.22666 -0.96188 -0.05 0.02 0.16
C 6.85166 -0.52364 -1.70346 0.55 -0.11 -0.43
C 6.43328 -0.38664 0.65624 -0.82 0.12 -0.89
H -1.92944 1.21937 1.83526 0.01 -0.02 0.18
C 0.77707 0.58897 -0.09876 -0.42 0.07 0.07
N 4.69399 -0.12241 -0.70765 -1.04 0.17 -0.39
C -6.58305 -0.43775 0.99153 0.15 0.12 0.01
```
Forces are in eV/Å.

The calculation puts the LUMO energy at -0.63 eV. The calculation puts the molecular weight at 408.44 g mol⁻¹. The calculation puts the HOMO energy at -8.636 eV. The value obtained for the HOMO-LUMO gap is 8.01 eV. The calculation puts the relative energy (zero: lowest compared OMol25 entry of this formula, charge and spin) at 1.027 eV.

---

Formula: C12H14N2O2
Source: the Open Molecules 2025 dataset
Level of theory: ωB97M-V/def2-TZVPD

XYZ file:
```
30
Properties=species:S:1:pos:R:3:forces:R:3
H 0.75970 -1.70062 1.62957 -0.22 0.06 -0.62
O 2.98567 -0.18422 1.66923 9.86 0.19 8.51
C -2.86596 0.57556 1.55085 -4.46 1.40 12.27
O 0.77905 1.21521 -2.00035 0.50 -4.05 3.01
H -0.12461 -1.42171 -2.21628 0.17 -1.18 0.84
N 2.07829 0.71384 -0.25362 1.63 -0.85 3.75
H 2.81042 2.75321 -0.25565 -0.24 0.39 -0.16
C 0.24924 -0.80822 -0.45126 0.99 9.38 8.56
C 0.26581 -1.86124 -1.23555 -5.55 -5.17 -3.89
C 3.06931 1.74790 -0.51580 3.79 -4.43 0.47
H 3.99227 1.28712 0.19318 -2.22 1.91 -1.48
H -0.94097 -0.15370 2.22517 -0.76 0.29 1.05
N 0.97408 -1.00853 0.91409 -0.23 -1.03 0.03
C -1.68920 0.14848 1.51357 11.56 -5.76 -6.35
C -3.10217 1.03520 -0.75767 -2.85 -0.41 6.76
H -1.60816 0.17218 -2.00470 -0.88 0.50 2.15
C 1.10396 0.41845 -0.98190 -4.26 3.81 -5.72
H 1.17330 -2.27567 -1.43141 2.71 -1.12 -0.42
H -3.20908 0.70320 2.84212 0.63 -0.38 -3.59
C -3.67211 1.06116 0.73534 -3.14 3.58 -11.99
C -1.10203 -0.21530 0.09564 -4.02 3.08 0.87
H -0.33867 -3.37396 0.34417 0.21 -0.22 -0.16
H -4.61800 1.59514 0.59937 0.18 -0.54 1.73
C 2.05812 -0.29659 1.11767 -7.39 1.72 -10.16
H -0.81484 -3.60768 -1.39612 -0.23 -1.64 -0.16
C -1.99932 0.34449 -0.90030 5.28 -2.93 -3.44
C -0.72784 -2.94606 -0.57355 -1.64 1.60 -1.21
H -1.85850 -2.60054 -0.35583 2.84 -0.26 -0.54
H 3.53412 1.51566 -1.55942 -1.27 1.16 1.60
H -3.75347 1.29990 -1.50769 -1.01 0.90 -1.72
```
Forces are in eV/Å.

The calculation puts the LUMO energy at 0.37 eV. The calculation puts the molecular weight at 218.26 g mol⁻¹. The calculation puts the HOMO energy at -8.704 eV. The value obtained for the HOMO-LUMO gap is 9.08 eV. The calculation puts the relative energy (zero: lowest compared OMol25 entry of this formula, charge and spin) at 8.719 eV.

---

Formula: CH10O3
Source: the Open Molecules 2025 dataset
Level of theory: ωB97M-V/def2-TZVPD

XYZ file:
```
14
Properties=species:S:1:pos:R:3:forces:R:3
O -0.93157 0.58528 -1.57796 -1.51 -0.23 -1.75
O 1.41079 -0.18643 1.80286 -0.43 0.05 0.35
H 1.16659 0.64796 2.25419 0.15 -0.29 -0.29
H -1.00068 0.16794 -0.72227 0.90 0.43 0.48
H 1.54127 1.77131 -1.44760 0.39 0.07 0.40
H -2.30293 -2.22479 -0.74672 0.75 -0.57 -0.20
C -1.83377 -2.09139 0.23244 -1.13 0.75 -0.07
H -2.53621 -1.34643 0.61960 0.38 0.10 0.61
H -0.15064 1.12274 -1.73444 0.04 -0.35 1.15
H -0.83003 -1.68207 0.21333 0.05 -0.04 -0.32
O 1.34956 1.71008 -0.48784 0.52 0.10 -0.18
H 0.53376 -0.57867 1.60174 0.44 0.23 0.00
H -1.86120 -2.96185 0.87025 -0.09 -0.37 -0.01
H 2.06808 1.15608 -0.11279 -0.48 0.13 -0.16
```
Forces are in eV/Å.

Its multiplicity is 2. The calculation puts the LUMO energy (spin up / spin down) at 3.98 / 3.86 eV. The calculation puts the molecular weight at 70.09 g mol⁻¹. The calculation puts the HOMO energy (spin up / spin down) at 0.914 / -7.056 eV. As for the charge: -1. The value obtained for the HOMO-LUMO gap (spin up / spin down) is 3.07 / 10.92 eV. The calculation puts the relative energy (zero: lowest compared OMol25 entry of this formula, charge and spin) at 0.646 eV.

---

Formula: C8H10S
Source: the Open Molecules 2025 dataset
Level of theory: ωB97M-V/def2-TZVPD

XYZ file:
```
19
Properties=species:S:1:pos:R:3:forces:R:3
C 0.65679 1.54766 0.51288 1.48 -2.97 -1.71
H -0.65656 3.11416 0.14341 -0.48 0.47 -0.81
H 0.69995 -2.30484 -0.80771 0.32 -2.67 -0.80
H -1.24353 -3.20672 0.94246 0.45 -0.05 -0.07
H 1.46783 0.97942 1.06407 -0.95 1.33 -0.37
H 1.02348 -0.67740 -2.23527 0.14 0.69 1.67
C 1.10383 -0.35631 -1.13578 -0.03 0.49 0.72
S -2.57919 0.79058 0.18579 0.70 0.07 -0.66
H 2.12519 0.03119 -0.86540 -0.71 -0.66 -0.81
H 0.10773 1.49267 -1.53870 -0.84 0.19 0.00
H 1.37198 -1.59546 0.61824 0.75 -0.33 1.28
H 0.76424 3.36554 1.37820 -1.06 -0.11 -0.74
C -1.11157 0.17130 -0.18911 -1.22 -1.75 1.14
C -1.53152 -2.18090 0.77011 -0.64 0.29 0.80
C 0.22577 2.75868 0.60168 1.72 2.17 3.45
C 0.67952 -1.50584 -0.16322 -0.19 1.76 -1.74
C 0.13242 0.78148 -0.72376 0.62 -0.29 -0.31
C -0.73585 -1.26690 0.23210 -0.09 1.18 -0.42
H -2.50051 -1.93832 1.21001 0.05 0.19 -0.62
```
Forces are in eV/Å.

The calculation puts the LUMO energy at -0.54 eV. The calculation puts the molecular weight at 138.24 g mol⁻¹. The calculation puts the HOMO energy at -8.406 eV. The value obtained for the HOMO-LUMO gap is 7.86 eV. The calculation puts the relative energy (zero: lowest compared OMol25 entry of this formula, charge and spin) at 3.004 eV.

---

Formula: C23H37MnN6O2PS
Source: the Open Molecules 2025 dataset
Level of theory: ωB97M-V/def2-TZVPD

XYZ file:
```
71
Properties=species:S:1:pos:R:3:forces:R:3
H 1.65304 -2.29743 3.41796 -0.04 -0.02 0.03
H 0.72013 -0.64799 -3.40494 0.03 0.00 0.00
C -2.91499 -0.21985 -3.76771 -0.01 -0.07 -0.05
H -1.96553 -2.00785 2.69960 -0.08 -0.08 -0.01
H 1.35134 1.78708 2.62150 -0.02 -0.03 0.02
C -2.57335 -1.40200 -3.14474 -0.13 -0.01 -0.10
C -1.59115 -4.96125 -0.75496 0.00 0.02 -0.04
C -0.27229 3.84316 1.13688 -0.01 -0.10 -0.11
C -2.64586 0.98487 -3.12683 -0.04 0.06 -0.02
C -3.24953 0.68525 1.96410 0.02 -0.10 -0.10
H 3.56742 2.38612 -0.13280 0.01 -0.05 -0.06
H 0.68317 -4.30740 -2.99025 -0.04 0.00 0.03
C 1.55838 -1.86714 -2.02930 0.01 0.11 0.02
N 0.87927 4.75041 1.16302 -0.03 0.07 0.02
H 0.23574 -3.36407 1.60460 -0.05 -0.03 -0.07
H -3.39215 -0.23111 -4.73982 0.02 0.00 0.03
H 2.55711 4.06484 -1.58514 -0.02 0.00 -0.05
H 1.55896 1.88504 -1.47731 0.12 -0.01 -0.04
P 0.17789 2.13871 0.50770 0.69 -0.06 0.53
N 1.92251 -3.10558 -1.78628 0.05 -0.23 0.03
C -1.59034 -2.57610 -1.12367 -0.13 -0.23 -0.24
H -2.77400 -2.34613 -3.63131 0.00 0.01 0.03
O 0.39007 -0.90568 2.53389 0.19 0.13 -0.52
H 3.92470 4.07715 0.30919 0.01 0.09 -0.01
H 1.52213 4.10582 3.04715 0.00 0.00 0.01
C -0.52014 -0.74660 3.62166 0.11 0.02 0.09
O -2.05840 -0.10278 1.95965 0.17 0.12 -0.37
C 1.68779 1.94018 1.59575 -0.02 0.20 -0.21
C -2.00622 -3.86144 -1.48788 -0.01 -0.06 -0.09
H -3.22357 1.41301 2.77742 0.01 -0.01 0.03
H 2.18056 -0.60464 3.55752 -0.02 0.03 0.02
H 0.34420 3.15097 -1.71510 0.00 0.06 -0.07
H -3.29805 1.20186 1.00852 0.02 -0.01 -0.01
C 1.73306 -4.22110 -2.70619 0.00 0.05 0.03
H 2.17384 5.82025 -0.05383 0.08 0.01 0.01
C -0.79312 -2.36236 -0.00104 0.35 0.78 0.95
H 2.68385 5.09767 2.15713 0.03 0.03 -0.02
H 0.63284 5.35805 -0.81503 -0.02 -0.02 -0.06
N 2.58629 3.09489 1.55815 0.07 -0.04 0.11
Mn -0.41641 -0.42579 0.51842 -0.74 -0.59 -1.10
C -2.03013 0.92962 -1.89737 0.00 -0.03 0.00
H -4.12879 0.05055 2.07064 -0.02 -0.03 -0.02
H -2.91783 1.93533 -3.56639 0.02 -0.04 0.02
C -1.88907 -0.98491 3.06741 -0.19 -0.09 0.02
C 1.06907 2.73878 -1.01352 -0.11 -0.04 0.06
H -2.64973 -0.81643 3.82900 -0.05 0.07 0.00
C 1.94267 4.30510 2.06390 -0.08 -0.11 -0.17
C 1.41081 5.04754 -0.12067 -0.11 -0.10 0.15
H -1.80573 1.84086 -1.35656 -0.02 0.03 0.02
C -0.76541 -4.77306 0.34978 0.05 0.05 0.03
H -0.42794 0.26340 4.03009 0.03 0.06 0.05
H -1.92013 -5.95521 -1.03241 0.01 0.05 0.02
C -0.38803 -3.48580 0.72091 0.04 -0.20 0.00
H 2.35464 -4.10521 -3.59650 0.00 0.01 0.03
N 2.08718 3.80362 -0.71772 -0.09 -0.03 0.00
H -1.05641 4.27062 0.51029 -0.03 0.04 -0.01
H 2.27456 -1.44575 1.98702 -0.01 0.01 -0.04
N 1.04393 -1.58086 -3.22208 -0.09 0.11 -0.05
N -1.68949 -0.21319 -1.28875 0.56 0.36 0.69
H -0.43535 -5.62773 0.93197 -0.04 0.05 -0.04
C -1.97518 -1.37990 -1.88327 -0.09 -0.19 -0.03
H -2.68314 -4.01299 -2.32302 0.08 0.00 0.03
S 1.81086 -0.62477 -0.84806 -0.45 0.08 0.28
C 1.70206 -1.33708 2.90399 0.00 -0.01 0.01
H 2.02123 -5.13803 -2.20302 0.01 0.01 0.01
C 3.15689 3.30716 0.27512 -0.15 -0.03 0.16
H 0.92986 -2.28152 -3.93652 -0.04 0.02 0.01
H -0.68004 3.75734 2.14362 -0.01 0.00 0.04
H -0.30703 -1.46643 4.41317 0.09 -0.06 -0.01
H 2.22657 1.04441 1.28741 0.05 -0.02 0.02
H 2.27988 -3.28646 -0.86414 0.00 -0.02 0.06
```
Forces are in eV/Å.

Its multiplicity is 2. The calculation puts the LUMO energy (spin up / spin down) at -4.78 / -4.79 eV. The calculation puts the molecular weight at 547.57 g mol⁻¹. The calculation puts the HOMO energy (spin up / spin down) at -12.847 / -12.614 eV. As for the charge: +2. The value obtained for the HOMO-LUMO gap (spin up / spin down) is 8.06 / 7.82 eV. The calculation puts the relative energy (zero: lowest compared OMol25 entry of this formula, charge and spin) at 0.000 eV.

---

- The lowest molecular weight belongs to which entry?
  CH10O3

---

Copy entry 1 word for word.
Formula: C11H13ClOTm
Source: the Open Molecules 2025 dataset
Level of theory: ωB97M-V/def2-TZVPD

XYZ file:
```
27
Properties=species:S:1:pos:R:3:forces:R:3
C 1.49006 -1.01132 1.88461 -0.09 0.81 -0.48
H 1.29057 -1.68193 2.71875 -0.19 0.04 -0.46
C 2.18142 -0.15114 -0.15260 -0.56 0.12 0.60
H -1.48273 -1.41542 -2.63490 0.24 0.29 0.22
H -1.36197 2.82851 -1.54944 0.12 -0.42 0.22
C 1.79409 0.94365 0.70260 0.84 -0.55 0.44
C 0.28423 1.42092 -2.12028 -0.93 -0.02 -1.08
C -1.04136 1.81455 -1.76643 -0.23 -0.17 -2.38
H -2.99619 0.70967 -1.93657 0.39 -0.15 0.46
O -1.48049 -1.39613 0.82219 -0.61 -0.14 0.11
H 1.80291 2.00425 0.48839 0.30 -0.03 -0.11
C -1.10234 -0.42530 -2.38398 0.02 1.00 -1.04
C -1.66921 -1.41608 2.21248 0.76 0.19 -0.44
H 1.83914 -2.36831 0.15597 0.36 0.19 0.01
H 1.11468 0.95995 2.86266 0.06 -0.12 -0.48
H 1.08231 -0.54159 -2.90073 -0.27 0.15 0.43
H -1.07395 -2.24051 2.66035 -0.39 0.07 0.01
C 0.24650 0.04081 -2.51233 -0.70 0.37 -0.39
H 2.68101 -0.07204 -1.12913 -0.64 -0.05 0.52
C 1.85824 -1.35584 0.54855 0.33 0.63 0.46
Tm -0.47017 0.20441 -0.12116 1.49 -2.41 4.06
H -2.73279 -1.51624 2.50774 0.31 0.02 -0.11
C -1.90807 0.67748 -1.95021 0.47 0.61 -1.45
H 1.14089 2.09630 -2.13405 -0.20 -0.44 0.15
Cl -1.65756 1.97658 1.09628 -0.53 0.94 0.99
C 1.41844 0.40197 1.97364 0.14 -0.59 -0.45
H -1.24767 -0.48718 2.65761 -0.49 -0.33 0.18
```
Forces are in eV/Å.

Its multiplicity is 3. The calculation puts the LUMO energy (spin up / spin down) at 2.98 / 2.98 eV. The calculation puts the molecular weight at 365.61 g mol⁻¹. The calculation puts the HOMO energy (spin up / spin down) at -4.281 / -4.294 eV. As for the charge: -1. The value obtained for the HOMO-LUMO gap (spin up / spin down) is 7.26 / 7.27 eV.